{"formula": "C2H9Br2CoN4O3", "method": "ωB97M-V/def2-TZVPD", "spin_multiplicity": 4, "lumo_energy_ev": [3.0, 3.0], "fmax_ev_per_a": 0.67, "charge": -1, "relative_energy_kcal_mol": 23.7, "elements": ["Co", "Br", "Br", "O", "H", "C", "O", "N", "N", "H", "H", "H", "H", "C", "O", "N", "N", "H", "H", "H", "H"], "positions_angstrom": [[0.042881, 0.108786, 0.614342], [-0.657894, -2.293663, 0.318929], [1.053610, 1.109568, 2.677764], [-0.113061, 1.446427, -0.728521], [0.262512, 2.307273, -0.923271], [3.135181, -0.747959, -0.615225], [2.086102, -0.492411, -0.077210], [3.319145, -1.928828, -1.287091], [4.178727, 0.141199, -0.559359], [4.177114, -2.187271, -1.733763], [2.484672, -2.486478, -1.347094], [5.051184, 0.077697, -1.045670], [3.920689, 0.963346, -0.041070], [-3.153587, 0.521283, 0.809970], [-2.034354, 0.540857, 1.279384], [-3.829064, -0.657217, 0.637288], [-3.799333, 1.650900, 0.397778], [-3.312966, -1.510183, 0.782475], [-4.817781, -0.681169, 0.475666], [-3.349371, 2.539845, 0.500733], [-4.644400, 1.578000, -0.136061]], "forces_ev_per_a": [[0.2824, 0.4963, 0.0387], [-0.0479, -0.0554, -0.0639], [-0.0278, -0.1154, -0.0190], [-0.4415, 0.0077, -0.3977], [0.1783, -0.3749, 0.3334], [0.3126, -0.1631, -0.3106], [-0.2360, 0.0469, 0.1593], [-0.0028, 0.3514, 0.1517], [-0.3020, -0.0673, 0.2210], [-0.0870, -0.0480, -0.0322], [0.0920, -0.2001, -0.0683], [-0.0770, -0.0850, -0.0389], [0.2818, 0.1566, -0.0369], [0.3053, -0.5303, -0.2725], [0.1086, 0.3649, 0.3383], [-0.2997, 0.3234, -0.0232], [-0.5834, -0.1031, 0.1994], [0.1871, 0.0176, 0.0221], [0.0449, -0.0637, -0.0745], [0.2468, -0.0948, -0.0664], [0.0653, 0.1362, -0.0597]]}

{"formula": "C2H9ClN3", "method": "ωB97M-V/def2-TZVPD", "smiles": "N[C@H]([NH3+])[C@H](N)Cl", "lumo_energy_ev": -3.4, "fmax_ev_per_a": 3.43, "charge": 1, "relative_energy_kcal_mol": 10.9, "elements": ["N", "C", "N", "C", "N", "Cl", "H", "H", "H", "H", "H", "H", "H", "H", "H"], "positions_angstrom": [[-1.588440, -0.155282, -0.033954], [-0.338654, 0.271980, 0.332202], [0.014645, 1.720472, 0.000301], [0.943416, -0.580142, -0.466130], [1.028538, -1.836972, 0.053219], [2.528969, 0.449573, 0.145926], [-2.359313, -0.201105, 0.617545], [-1.807267, -0.593878, -0.980192], [-0.133857, 0.100138, 1.396201], [0.922786, 1.952497, 0.455028], [0.409211, 1.732052, -1.015201], [-0.707652, 2.502825, 0.266654], [1.064791, -0.445416, -1.582017], [1.607053, -2.534684, -0.416090], [0.971125, -1.901987, 1.045615]], "forces_ev_per_a": [[-1.2321, -0.7889, -2.2330], [2.4990, -1.9916, -1.2420], [0.4842, 2.1297, -1.0554], [-0.6427, 1.3533, 1.4715], [-0.3412, -0.2319, -1.5494], [-0.2149, -0.0281, -0.3157], [0.3938, 0.0060, 0.0266], [0.7201, 1.0419, 1.9904], [-0.0907, 0.4485, -0.2114], [-0.5227, -0.2240, 0.3355], [-1.7163, 0.5283, 1.7140], [1.4248, -2.0151, -1.0896], [-0.5815, -0.4167, 1.3257], [-0.2649, 0.4558, 0.3413], [0.0850, -0.2672, 0.4915]]}

{"formula": "C2H9FN3O2PSV", "method": "ωB97M-V/def2-TZVPD", "lumo_energy_ev": -17.5, "fmax_ev_per_a": 3.96, "charge": 3, "elements": ["C", "N", "C", "N", "P", "N", "S", "O", "O", "F", "H", "H", "H", "H", "H", "H", "H", "H", "H", "V"], "positions_angstrom": [[-2.032868, 2.063321, -0.739779], [-1.372543, 0.783958, -0.971293], [-0.764521, 0.171461, 0.170419], [-0.002302, -1.044374, -0.351119], [1.508069, -0.466999, -0.957148], [2.641166, -0.592833, 0.272290], [0.256433, -2.156493, 0.919700], [-0.979064, -2.666151, 1.328279], [1.424324, -2.896747, 0.641808], [0.753840, -1.014544, 2.171622], [-2.976933, 2.109260, -1.274661], [-2.234695, 2.206456, 0.332665], [-1.381479, 2.902742, -1.021702], [-2.040403, 0.139070, -1.397416], [-1.525046, -0.185345, 0.878215], [-0.113664, 0.904312, 0.662944], [1.970084, -1.171378, -2.067424], [1.301381, 0.855221, -1.355122], [2.985990, 0.368272, 0.420175], [2.582232, -0.309208, 2.337547]], "forces_ev_per_a": [[0.4036, 0.7849, 0.4499], [-0.5543, -0.8193, 0.4640], [-1.1555, 0.3764, -1.0577], [1.5826, 0.9844, 1.9025], [-0.1730, -0.6467, -0.7431], [-0.1465, 1.7502, 3.5031], [-1.6594, -2.5679, -2.5214], [0.3917, 0.6771, 0.5636], [-0.0868, 0.5293, 0.4415], [0.4469, 0.5691, 0.6736], [0.1298, 0.0313, -0.1974], [-0.0679, -0.0740, -0.0704], [-0.1972, -0.0807, -0.1770], [0.3222, -0.0428, -0.2375], [0.1319, -0.2249, 0.1587], [-0.0507, -0.1333, 0.0585], [-0.0715, -0.4179, 0.0574], [-0.0513, 0.0672, 0.1114], [0.8391, 0.6700, -1.0460], [-0.0334, -1.4325, -2.3337]]}

{"formula": "C2H9N", "method": "ωB97M-V/def2-TZVPD", "smiles": "CN.C", "lumo_energy_ev": 1.0, "fmax_ev_per_a": 0.63, "relative_energy_kcal_mol": 8.3, "elements": ["C", "N", "H", "H", "H", "H", "H", "C", "H", "H", "H", "H"], "positions_angstrom": [[-0.424378, -1.867369, 0.842400], [0.738204, -2.460291, 1.502655], [-1.072698, -2.624189, 0.390636], [-1.044516, -1.324972, 1.547787], [-0.160435, -1.154604, 0.042650], [1.282260, -2.971314, 0.815712], [1.370336, -1.730870, 1.815437], [-0.131839, 2.836592, -1.385419], [0.551336, 3.224115, -0.632497], [-1.150768, 3.200001, -1.257943], [0.168537, 3.118615, -2.389470], [-0.126039, 1.754286, -1.291950]], "forces_ev_per_a": [[-0.0123, 0.3553, -0.5244], [0.0952, -0.0566, -0.1843], [0.2658, -0.0980, 0.1519], [0.0167, 0.0350, 0.2821], [-0.0827, -0.1343, 0.0980], [-0.1007, -0.1354, 0.0484], [-0.1818, 0.0392, 0.1256], [-0.1800, -0.1747, -0.0634], [-0.1228, 0.2613, -0.0961], [0.0914, 0.0254, 0.3000], [0.2885, -0.0061, -0.0191], [-0.0774, -0.1112, -0.1187]]}

{"formula": "C2H9N10", "method": "ωB97M-V/def2-TZVPD", "lumo_energy_ev": [-4.5, -4.5], "fmax_ev_per_a": 4.33, "charge": 1, "relative_energy_kcal_mol": 0.0, "elements": ["C", "C", "N", "N", "N", "N", "N", "N", "N", "N", "N", "N", "H", "H", "H", "H", "H", "H", "H", "H", "H"], "positions_angstrom": [[1.261974, 0.253811, 0.292649], [-0.961271, 0.904175, 0.917140], [-2.885969, 1.300453, -0.886326], [2.526570, 0.750050, 0.152416], [-2.070453, 2.050964, -0.590633], [-1.592832, -0.167070, 0.528089], [3.480899, -0.048440, -0.273255], [-2.889781, -0.177633, 0.451399], [0.895274, -0.933902, -0.237392], [4.706482, 0.278330, -0.296859], [-3.391465, -1.274415, -0.139764], [0.398131, 1.041548, 0.942011], [-1.357773, 1.554581, 1.675567], [-3.686709, 1.160069, -1.504172], [1.500381, -1.738265, -0.236170], [-0.062746, -1.002684, -0.141488], [5.027397, 1.217026, -0.303376], [5.325093, -0.526679, -0.315201], [-3.017070, -2.169709, -0.335539], [-4.357778, -1.253435, 0.177342], [0.715151, 1.789466, 1.523739]], "forces_ev_per_a": [[1.5204, -1.7381, -1.1647], [-3.0502, 0.6208, 1.4118], [1.2532, 0.0347, 1.4294], [3.5498, 1.0086, -0.2009], [-0.6198, 0.5689, -1.4742], [1.0347, -1.8097, -0.6188], [-3.6928, -1.3185, 1.8477], [1.6671, 0.5881, 0.6406], [1.6831, 2.1274, 0.6525], [-0.6667, -0.3111, -0.2221], [-3.2026, 1.1088, 0.0860], [1.1705, -1.2802, -1.2897], [-0.6608, 0.3823, 0.0226], [-0.1337, 0.3990, -0.2969], [0.3001, 0.2825, -0.3852], [-2.8398, -1.3359, 0.1830], [0.3744, 1.1129, 0.4706], [0.0168, 0.4746, -0.5256], [1.2931, -0.4625, 0.1661], [0.2703, -0.9272, -0.4390], [0.7329, 0.4747, -0.2932]]}

{"formula": "C2H9N2", "method": "ωB97M-V/def2-TZVPD", "smiles": "NCC[NH3+]", "lumo_energy_ev": -3.7, "fmax_ev_per_a": 7.06, "charge": 1, "relative_energy_kcal_mol": 43.2, "elements": ["N", "C", "C", "N", "H", "H", "H", "H", "H", "H", "H", "H", "H"], "positions_angstrom": [[0.715602, 1.344366, 0.616550], [-0.312376, 0.295514, 0.979754], [-0.487339, -0.941841, -0.014490], [0.043942, -0.731325, -1.445331], [0.257340, 2.226069, 0.665836], [1.657807, 1.422960, 1.137998], [-1.089774, 0.929648, 1.162546], [0.229652, -0.176427, 1.887708], [-1.565239, -1.012904, -0.031741], [-0.375358, -1.912267, 0.524279], [0.369605, 0.220501, -1.394168], [0.770539, -1.315485, -1.878812], [-0.773087, -0.795425, -2.063760]], "forces_ev_per_a": [[1.4413, -0.9527, -0.5280], [6.7999, -1.6434, 0.9653], [-1.4086, 0.2784, 1.5687], [-1.3340, -0.7973, 0.8196], [0.0713, 0.7589, -0.0729], [-2.4066, -0.6625, -0.9898], [-2.9879, 0.3060, 0.6247], [-2.0580, 0.6018, -0.8936], [-0.5375, 0.2122, -1.1022], [1.4966, 0.6120, -1.0269], [0.6131, 1.1360, -0.2000], [-0.0508, -0.0892, 0.8479], [0.3613, 0.2398, -0.0127]]}

{"formula": "C2H9N2", "method": "ωB97M-V/def2-TZVPD", "lumo_energy_ev": -3.7, "fmax_ev_per_a": 1.54, "charge": 1, "relative_energy_kcal_mol": 19.9, "elements": ["N", "H", "H", "H", "H", "C", "C", "N", "H", "H", "H", "H", "H"], "positions_angstrom": [[0.132187, -2.148877, 0.159243], [-0.553802, -2.563303, 0.786930], [1.094658, -2.367546, 0.400411], [-0.088491, -2.404576, -0.800066], [0.050590, -1.075434, 0.134834], [0.641852, 1.369209, -0.807928], [-1.030283, 1.143768, 0.839840], [-0.235140, 0.606883, 0.024428], [0.190507, 1.647606, -1.765793], [1.475589, 0.745491, -1.145392], [1.067505, 2.266377, -0.350501], [-1.710211, 0.566127, 1.457515], [-1.034958, 2.214278, 1.066474]], "forces_ev_per_a": [[-0.0389, 0.5773, -0.4312], [0.2032, -0.0479, 0.1196], [-0.0291, -0.4581, 0.0541], [0.1672, -0.4734, -0.0707], [-0.4962, 0.6309, 0.2379], [1.1155, 0.4390, -0.9608], [0.2524, 0.7304, 0.5649], [-0.5569, -1.0988, 0.1976], [-0.4430, 0.0693, 0.3224], [0.0510, -0.0193, 0.3688], [-0.2509, -0.0383, 0.1272], [0.0485, -0.3393, -0.1444], [-0.0227, 0.0283, -0.3854]]}

{"formula": "C2H9N2O", "method": "ωB97M-V/def2-TZVPD", "lumo_energy_ev": 4.6, "fmax_ev_per_a": 4.00, "charge": -1, "relative_energy_kcal_mol": 28.1, "elements": ["C", "O", "H", "H", "H", "N", "C", "N", "H", "H", "H", "H", "H", "H"], "positions_angstrom": [[0.069938, 2.223664, 1.533378], [-0.112701, 0.974356, 0.795610], [-0.730136, 2.956611, 1.670198], [0.177382, 1.867882, 2.619936], [1.036227, 2.761317, 1.412902], [0.309004, -1.668661, 0.235331], [0.223720, -1.468445, -1.178962], [-0.409672, -0.269932, -1.643639], [0.503407, -0.677054, 0.638404], [-0.641338, -1.759902, 0.618266], [1.373606, -1.633264, -1.454239], [-0.239776, -2.410141, -1.469276], [-1.478073, -0.311478, -1.707147], [-0.156966, 0.450019, -0.962259]], "forces_ev_per_a": [[0.8453, -3.5180, 1.7160], [0.0806, 3.1812, 0.6060], [-0.5007, 0.0895, -0.9570], [-0.0032, 0.5587, -0.6025], [-0.3198, -0.0496, -0.6831], [-0.2154, 2.0117, 2.6077], [1.9685, -1.9047, -0.1314], [-1.3367, -0.1608, -1.2428], [-0.0266, -1.4773, -0.3204], [0.2202, -0.1752, -0.2963], [-2.2028, 1.0274, -0.3533], [-0.3613, 0.1635, -1.1398], [2.2565, -0.2217, 0.4796], [-0.4047, 0.4752, 0.3174]]}

Question: What is the formula in the seventh record?
Answer: C2H9N2